[1]
Density functional theory data (ωB97M-V with the def2-TZVPD basis set) for a molecular structure, C4H5NOS at a distorted geometry.

Results
- LUMO: 0.668 eV
- HOMO-LUMO gap: 9.196 eV
- Total charge: 0
- Calculated total energy: -18600.5274 eV
- Multiplicity: 1
- Energy above the lowest of the compared OMol25 structures with the same formula, charge and spin: 1.391 eV

CARTESIAN COORDINATES (ANGSTROEM)
S 1.703327 0.166221 0.069211
O -2.307708 0.059149 0.043032
N -0.509045 -1.389248 0.049481
C -0.038478 2.351834 -0.020033
C 0.916359 -1.504017 -0.027422
C -1.157759 -0.235906 0.033283
C 0.239800 1.069880 0.009954
H 1.310705 -2.096066 0.802861
H -1.035698 -2.252564 0.079784
H -1.067388 2.668320 -0.038948
H 0.717784 3.118516 -0.025873
H 1.228100 -1.956116 -0.975332

Forces on the atoms, in the same order (eV/Å):
0.02 -0.24 0.04
-0.20 -0.28 0.00
-0.02 -0.97 0.07
0.00 0.10 -0.01
0.68 0.25 -0.13
2.66 3.77 -0.05
-2.79 -2.99 0.03
-0.10 0.06 -0.11
-0.08 0.18 -0.01
-0.26 -0.01 0.00
0.19 0.12 0.00
-0.10 0.02 0.17

[2]
Density functional theory data (ωB97M-V with the def2-TZVPD basis set) for C4H5NOS in the gas phase at a distorted geometry.

Results
- LUMO: -0.300 eV
- HOMO-LUMO gap: 8.981 eV
- Total charge: 0
- Calculated total energy: -18598.0875 eV
- Multiplicity: 1
- Energy above the lowest of the compared OMol25 structures with the same formula, charge and spin: 3.831 eV

CARTESIAN COORDINATES (ANGSTROEM)
S -2.345883 -0.826696 -0.681499
O -1.267710 -0.012498 1.530559
N 0.489528 1.717520 -0.541490
C 1.314069 -0.695075 -0.087957
C 2.222021 -1.537349 -0.058490
C -1.084443 -0.181832 0.189707
C 0.199217 0.246782 -0.473261
H -0.656651 2.041207 -0.682640
H 0.653868 1.893587 0.422237
H -2.324815 -0.155859 1.705170
H 0.012002 -0.067789 -1.541005
H 2.788794 -2.422001 0.218665

Forces on the atoms, in the same order (eV/Å):
0.97 0.56 0.38
-2.31 0.12 -0.62
-4.93 -0.96 -0.41
2.13 -1.19 -0.31
-2.76 1.56 0.70
-2.60 -0.68 0.85
1.12 -1.48 -2.08
4.28 -0.42 0.43
0.29 1.09 1.18
3.71 0.21 -0.76
0.16 0.40 1.03
-0.07 0.80 -0.39

[3]
Density functional theory data (ωB97M-V with the def2-TZVPD basis set) for a molecular structure, C4H5NOS at a distorted geometry.

Results
- LUMO: -0.570 eV
- HOMO-LUMO gap: 8.021 eV
- Total charge: 0
- Calculated total energy: -18597.0088 eV
- Multiplicity: 1
- Energy above the lowest of the compared OMol25 structures with the same formula, charge and spin: 4.910 eV

CARTESIAN COORDINATES (ANGSTROEM)
S 0.808395 -0.791567 -0.668183
O 1.671533 1.291904 0.765639
N -0.275364 -1.150083 0.548183
C -1.503249 -0.672864 0.695100
C -1.616176 1.328192 -0.588345
C -2.201095 0.247539 -0.058694
C 2.016466 0.361512 0.067903
H -2.019582 -1.030313 1.598965
H 3.420110 0.132406 -0.119748
H -2.125497 2.061396 -1.129887
H -3.468282 0.357584 0.144464
H -0.361459 1.273075 -0.461035

Forces on the atoms, in the same order (eV/Å):
1.60 -0.12 -1.19
0.72 -1.67 -1.03
-2.63 0.69 1.97
3.58 -2.53 1.28
4.45 -2.27 0.94
-5.16 3.61 -0.53
2.06 0.85 1.05
0.29 -0.31 -0.42
-4.25 0.41 0.07
-0.53 1.22 -0.51
3.76 -0.81 -0.92
-3.89 0.94 -0.71

[4]
Density functional theory data (ωB97M-V with the def2-TZVPD basis set) for C4H5NOS in the gas phase at a distorted geometry.

Results
- LUMO (alpha / beta): -0.024 / -0.024 eV
- HOMO-LUMO gap (alpha / beta): 7.839 / 7.840 eV
- Total charge: 0
- Calculated total energy: -18598.3964 eV
- Multiplicity: 1
- Energy above the lowest of the compared OMol25 structures with the same formula, charge and spin: 3.522 eV

CARTESIAN COORDINATES (ANGSTROEM)
S -2.844472 -0.946581 -0.129032
O 3.589641 -1.298453 0.453055
N -1.194124 -0.392224 0.088330
C 0.097255 -1.169573 -0.210640
C 1.450217 -0.394090 -0.246142
C 2.526172 -0.951556 0.242923
C -1.104190 0.715520 0.764379
H 1.652837 0.519045 -0.690136
H 0.062984 -1.763421 0.688516
H -0.105820 0.992159 1.006681
H -1.922203 1.319083 0.911228
H -0.148579 -1.719078 -1.036852

Forces on the atoms, in the same order (eV/Å):
1.08 -0.73 -0.70
1.55 -1.00 1.06
-0.69 2.12 1.20
-0.22 2.27 2.68
-2.71 -2.33 0.98
-0.53 0.96 -1.12
2.51 -2.17 -1.79
-0.01 1.64 -1.02
0.56 -0.93 -0.07
0.56 0.61 0.40
-1.79 0.95 0.59
-0.30 -1.39 -2.21